# 1
The following is a DFT calculation (the ωB97M-V functional and the def2-TZVPD basis) of a gas-phase ion, C5H15N2 (charge +2) in a non-equilibrium geometry.

```
22
Properties=species:S:1:pos:R:3
N -0.569 0.909 1.085
C -0.781 -0.183 0.023
C 0.549 -0.586 -0.688
C 1.814 0.418 -0.712
C 1.654 1.475 -1.834
C -1.424 -1.360 0.662
N -1.852 -1.113 2.058
H 0.218 0.808 1.722
H -0.463 1.950 0.583
H -1.488 1.164 1.641
H -1.505 0.313 -0.754
H 0.230 -0.963 -1.705
H 0.947 -1.580 -0.209
H 2.663 -0.080 -1.082
H 2.192 0.805 0.142
H 1.173 2.353 -1.553
H 1.011 1.032 -2.578
H 2.594 1.764 -2.395
H -2.334 -1.656 0.109
H -0.802 -2.279 0.418
H -2.692 -1.609 2.420
H -1.135 -1.583 2.648
```

As for the orbital gap (alpha / beta): 0.387 / 0.159 Ha. The charge is +2. The spin multiplicity is 2.

Results of the Löwdin charge analysis, in e, for atoms 1 through 8:
1. N 0.175
2. C -0.282
3. C -0.115
4. C -0.191
5. C -0.080
6. C -0.126
7. N 0.343
8. H 0.162


# 2
The following is a DFT calculation (the ωB97M-V functional and the def2-TZVPD basis) of C21H16Cl2FN3O4 in the gas phase in a non-equilibrium geometry.

```
47
Properties=species:S:1:pos:R:3
C 3.111 -2.452 -3.033
H 3.262 -1.374 -2.929
H 3.771 -2.836 -3.810
H 2.072 -2.648 -3.303
O 3.482 -3.140 -1.857
C 2.913 -2.859 -0.677
C 3.385 -3.631 0.403
C 2.888 -3.402 1.659
N 1.971 -2.478 1.930
C 1.522 -1.748 0.935
C 1.960 -1.879 -0.405
C 1.241 -1.008 -1.385
O 0.422 -1.411 -2.180
N 1.551 0.322 -1.250
C 0.814 1.313 -1.859
N 1.143 2.519 -1.667
O 0.440 3.559 -2.189
C -0.805 3.312 -2.832
C -1.820 2.745 -1.869
C -1.913 3.305 -0.599
C -2.770 2.795 0.356
C -3.551 1.693 0.043
C -3.497 1.125 -1.220
C -2.636 1.657 -2.167
Cl -2.593 0.922 -3.731
H -4.110 0.273 -1.463
Cl -4.594 1.013 1.235
H -2.832 3.245 1.334
H -1.280 4.148 -0.363
H -0.680 2.666 -3.708
H -1.109 4.306 -3.169
H -0.009 0.923 -2.452
H 2.250 0.620 -0.584
O 0.610 -0.774 1.128
C -0.125 -0.582 2.276
C -0.290 -1.508 3.297
C -1.106 -1.201 4.372
C -1.745 0.023 4.412
C -1.595 0.955 3.400
C -0.781 0.647 2.329
H -0.646 1.345 1.518
H -2.109 1.900 3.461
F -2.537 0.320 5.464
H -1.247 -1.906 5.175
H 0.220 -2.455 3.255
H 3.224 -3.974 2.513
H 4.125 -4.388 0.210
```

As for the orbital gap: 0.338 Ha. Its SMILES is COc1ccnc(Oc2ccc(F)cc2)c1C(=O)N/C=N/OCc1ccc(Cl)cc1Cl.

Results of the Löwdin charge analysis, in e, for atoms 1 through 8:
1. C -0.048
2. H 0.101
3. H 0.100
4. H 0.095
5. O -0.041
6. C -0.209
7. C 0.019
8. C -0.113


# 3
The following is a DFT calculation (the ωB97M-V functional and the def2-TZVPD basis) of a molecular structure, C4H12ClNOTi in a non-equilibrium geometry.

```
20
Properties=species:S:1:pos:R:3
Ti 0.497 -8.411 3.459
Cl 5.017 -5.764 2.724
C 0.175 -0.784 -1.181
C 0.784 0.543 -0.671
C -0.274 1.760 -0.721
O -1.209 1.624 0.279
C -2.529 1.917 -0.020
N 1.169 0.299 0.800
H 1.824 0.986 1.147
H 0.294 0.488 1.268
H 1.585 -0.613 0.923
H -0.763 -0.985 -0.663
H 0.822 -1.661 -1.195
H -0.092 -0.725 -2.236
H 1.687 0.872 -1.185
H -0.621 1.870 -1.748
H 0.179 2.726 -0.498
H -3.216 1.853 0.824
H -2.758 1.141 -0.750
H -2.570 2.867 -0.553
```

As for the orbital gap (alpha / beta): 0.124 / 0.132 Ha. The charge is +1. The spin multiplicity is 4.

Results of the Löwdin charge analysis, in e, for atoms 1 through 8:
1. Ti 0.887
2. Cl -0.887
3. C -0.032
4. C -0.225
5. C -0.182
6. O -0.217
7. C -0.071
8. N 0.236


# 4
The following is a DFT calculation (the ωB97M-V functional and the def2-TZVPD basis) of a molecular structure, C3H7CaFO2 in a non-equilibrium geometry.

```
14
Properties=species:S:1:pos:R:3
O 0.526 1.971 -0.491
C -0.798 1.590 -0.643
C -1.079 0.244 0.009
O -0.039 -0.673 -0.425
C 0.021 -1.893 0.153
Ca 1.970 0.702 -0.514
H -1.085 1.526 -1.711
H -1.488 2.313 -0.168
H -2.046 -0.174 -0.299
H -1.020 0.316 1.105
H 0.531 -2.642 -0.458
H -0.786 -2.166 0.837
H 2.580 -0.407 1.769
F 2.713 -0.706 0.836
```

As for the orbital gap (alpha / beta): 0.262 / 0.317 Ha. The charge is +1. The spin multiplicity is 2.

Results of the Löwdin charge analysis, in e, for atoms 1 through 8:
1. O -0.503
2. C -0.339
3. C -0.164
4. O -0.301
5. C -0.020
6. Ca 1.609
7. H 0.126
8. H 0.131


# 5
The following is a DFT calculation (the ωB97M-V functional and the def2-TZVPD basis) of a molecular structure, C40H29F9MoN9O3PS2.

```
94
Properties=species:S:1:pos:R:3
Mo -0.860 0.606 0.828
N -5.312 -6.331 -0.344
C -4.998 -5.019 -0.262
C -5.128 -4.182 -1.389
C -4.814 -2.851 -1.306
C -4.374 -2.318 -0.093
C -4.234 -3.131 1.034
C -4.538 -4.467 0.950
S -3.973 -0.657 0.009
O -4.193 -0.166 1.338
O -4.513 0.065 -1.106
N -2.264 -0.539 -0.183
C -1.401 -1.543 -0.539
N -0.192 -1.182 -0.053
C 0.854 -1.991 -0.237
C 0.680 -3.166 -0.930
C -0.597 -3.436 -1.421
N -1.642 -2.635 -1.234
H -5.686 -6.721 -1.189
H -5.269 -6.926 0.463
H -5.491 -4.597 -2.321
H -4.921 -2.209 -2.170
H -3.908 -2.701 1.972
H -4.451 -5.100 1.824
H 1.807 -1.684 0.170
H 1.503 -3.843 -1.100
H -0.787 -4.335 -1.995
O 0.852 1.077 1.377
N 2.113 1.360 1.703
C 2.934 1.355 0.716
C 4.305 1.669 0.993
N 5.409 1.909 1.192
C 2.527 1.063 -0.636
N 2.194 0.831 -1.709
C -2.656 0.498 7.574
C -2.117 1.038 6.296
C -1.731 2.335 6.086
C -1.282 2.707 4.813
N -1.198 1.826 3.810
C -1.562 0.571 4.023
S -1.449 -0.648 2.812
N -2.022 0.190 5.242
C -0.899 4.116 4.518
H -2.392 1.148 8.404
H -2.276 -0.504 7.773
H -3.746 0.444 7.516
H -1.777 3.053 6.892
H -2.303 -0.777 5.358
H -0.359 4.559 5.354
H -1.805 4.710 4.368
H -0.295 4.169 3.616
F 3.226 7.351 -0.486
C 2.116 7.405 -1.232
F 2.459 7.796 -2.462
F 1.320 8.350 -0.708
C 1.404 6.072 -1.252
C 1.458 5.256 -0.132
C 0.775 4.051 -0.132
C 0.042 3.659 -1.249
C -0.021 4.495 -2.363
C 0.666 5.698 -2.365
P -0.943 2.138 -1.209
C -1.104 1.522 -2.888
C -0.031 1.657 -3.770
C -0.092 1.070 -5.020
C -1.220 0.348 -5.387
C -2.286 0.206 -4.514
C -2.229 0.784 -3.255
C -1.254 -0.328 -6.738
F -0.655 0.417 -7.672
F -2.507 -0.569 -7.138
F -0.611 -1.507 -6.686
C -2.540 2.632 -0.511
C -2.565 2.502 0.890
C -3.740 2.710 1.603
C -4.887 3.045 0.914
C -4.871 3.181 -0.471
C -3.707 2.953 -1.187
C -6.163 3.299 1.682
F -6.275 4.599 1.991
F -7.238 2.949 0.977
F -6.175 2.611 2.835
H 2.036 5.561 0.730
H 0.801 3.433 0.752
H -0.593 4.208 -3.237
H 0.630 6.343 -3.232
H 0.854 2.209 -3.484
H 0.734 1.174 -5.711
H -3.162 -0.353 -4.815
H -3.058 0.655 -2.572
H -1.645 2.468 1.505
H -3.762 2.594 2.677
H -5.782 3.447 -0.991
H -3.717 3.016 -2.267
```

As for the orbital gap (alpha / beta): 0.193 / 0.196 Ha. The charge is +2.

Results of the Löwdin charge analysis, in e, for atoms 1 through 8:
1. Mo 1.361
2. N 0.148
3. C -0.293
4. C -0.005
5. C -0.053
6. C -0.348
7. C -0.057
8. C -0.009


# 6
The following is a DFT calculation (the ωB97M-V functional and the def2-TZVPD basis) of 2 unconnected molecules or ions with the total composition C4H6OS in a non-equilibrium geometry.

```
12
Properties=species:S:1:pos:R:3
C 0.183 0.568 0.116
C 0.313 -0.667 -0.062
C -1.168 2.182 0.295
C -0.011 -2.107 -0.229
O 2.870 0.515 -0.475
S 1.856 0.250 0.573
H -1.411 2.357 -0.738
H -0.541 2.906 0.752
H -1.792 1.515 0.844
H -1.063 -2.130 -0.577
H 0.207 -2.856 0.546
H 0.556 -2.533 -1.044
```

As for the orbital gap (alpha / beta): 0.317 / 0.317 Ha.

Results of the Löwdin charge analysis, in e, for atoms 1 through 8:
1. C -0.288
2. C -0.365
3. C 0.105
4. C -0.073
5. O -0.585
6. S 0.911
7. H 0.020
8. H 0.015


Relative energy (zero: lowest compared OMol25 entry of this formula, charge and spin) for every record listed, in sequence, given in eV: 4.344, 0.235, 4.662, 0.000, 0.000, 5.158.